No. 1
DFT (the ωB97M-V functional and the def2-TZVPD basis) results for a 8-piece molecular cluster, C32H56O16 overall at a distorted geometry.

Output
- Strongest force on any atom: 5.285 eV/Å
- LUMO: 0.3 eV
- E_HOMO: -9.8 eV
- Energy relative to the best compared isomer or geometry (same formula, charge and spin): 0.382 eV
- HOMO-LUMO gap: 10.073 eV
- Structure (SMILES): CCOC(C)=O.CCOC(C)=O.CCOC(C)=O.CCOC(C)=O.O=C1CCCO1.O=C1CCCO1.O=C1CCCO1.O=C1CCCO1

```
104
Properties=species:S:1:pos:R:3:lowdin_charge:R:1
O -2.79 2.23 4.52 0.00
O 1.34 -4.13 -2.54 -0.06
O -3.27 0.70 2.92 0.10
O 1.22 4.00 1.06 0.01
O 4.22 -0.56 -0.70 0.13
O 2.12 -6.32 -2.71 0.06
O -8.28 -5.04 -2.13 0.07
O -7.01 -3.89 -0.66 0.05
O -0.92 0.77 -0.97 -0.03
O 1.18 0.73 0.11 0.07
O 0.15 0.80 -4.97 0.09
O 4.94 1.03 -1.95 0.09
O 0.72 6.16 0.66 0.11
O 0.85 -0.48 5.67 0.06
O 1.16 -0.07 3.33 -0.02
O 2.31 0.05 -5.29 0.03
C -7.33 -4.27 -1.89 -0.46
C -3.45 1.15 4.02 -0.44
C 1.10 0.05 -4.83 -0.56
C -0.24 -0.24 3.15 -0.24
C 0.39 1.15 -0.76 -0.44
C 2.71 1.06 -6.19 -0.19
C 1.15 -2.95 -0.47 -0.03
C -4.26 1.58 6.22 -0.16
C 1.82 -5.24 -3.24 -0.43
C 5.14 2.46 -1.91 -0.12
C -2.85 -0.54 -1.08 -0.05
C 1.02 5.30 2.97 -0.05
C 1.89 -4.98 -4.74 0.01
C 1.27 3.08 2.15 -0.19
C -3.19 2.66 5.80 -0.13
C 1.66 3.93 3.26 -0.17
C -6.02 -2.90 -0.74 -0.18
C -6.17 -4.02 -2.87 -0.05
C -4.47 0.65 5.07 -0.07
C 1.00 5.28 1.45 -0.46
C 4.48 0.58 -0.87 -0.56
C 0.97 -4.33 -1.21 -0.22
C -1.54 -0.29 -0.31 -0.22
C 3.07 -0.19 4.66 0.02
C 4.52 2.87 -0.61 -0.19
C 3.80 1.84 -5.42 -0.07
C -0.84 -1.66 3.27 -0.06
C 0.90 -1.04 -3.78 0.03
C -5.49 -2.78 -2.17 -0.15
C 1.56 -0.24 4.66 -0.43
C 0.75 2.31 -1.65 0.04
C 4.54 1.67 0.25 -0.06
H 5.51 1.58 0.73 0.13
H 0.88 -2.06 -4.16 0.07
H -2.36 2.87 6.46 0.13
H 3.41 -1.17 4.33 0.10
H 1.50 3.42 4.21 0.13
H 4.55 1.11 -5.14 0.08
H -6.44 -1.94 -0.44 0.13
H -1.83 0.03 0.69 0.10
H -0.57 0.24 2.23 0.08
H 1.56 -1.01 -2.91 0.08
H 4.32 2.61 -5.99 0.08
H -0.07 -4.63 -1.28 0.12
H 1.60 -5.09 -0.75 0.12
H -0.04 5.30 3.22 0.13
H -5.18 2.06 6.56 0.11
H 1.98 1.86 -6.29 0.12
H -2.73 -0.86 -2.11 0.07
H -1.81 -1.76 2.79 0.07
H 1.53 6.16 3.40 0.13
H 1.14 1.88 -2.57 0.08
H -3.82 3.53 5.58 0.12
H 5.06 3.59 0.00 0.13
H 2.51 -4.10 -4.92 0.08
H -5.22 -3.10 -0.03 0.12
H -3.78 1.15 7.10 0.11
H -0.11 -0.93 -3.38 0.08
H 0.29 2.61 2.24 0.14
H 3.40 -0.02 5.69 0.08
H -3.41 -1.37 -0.64 0.06
H -5.70 -1.82 -2.64 0.11
H -1.07 -2.08 4.25 0.07
H -0.17 -2.38 2.80 0.06
H 2.04 2.32 1.98 0.10
H -5.46 0.66 4.62 0.13
H 2.20 -2.77 -0.22 0.08
H 4.64 3.03 -2.70 0.11
H -0.80 0.27 3.94 0.09
H 3.50 2.39 -4.53 0.06
H -4.43 -2.97 -2.34 0.10
H 3.48 3.16 -0.76 0.10
H 2.36 -5.88 -5.14 0.09
H 3.39 0.76 4.21 0.08
H 0.93 -4.69 -5.16 0.09
H 0.64 -3.05 0.49 0.06
H -5.55 -4.91 -2.89 0.13
H -0.91 -1.18 -0.40 0.10
H -6.62 -3.80 -3.84 0.12
H 0.83 -2.10 -1.07 0.04
H 1.37 3.06 -1.15 0.06
H -4.33 -0.36 5.45 0.13
H 3.07 0.81 -7.19 0.13
H 2.72 4.16 3.11 0.12
H 6.19 2.74 -1.88 0.13
H -0.22 2.75 -1.88 0.10
H 3.70 1.63 0.95 0.10
H -3.47 0.35 -1.17 0.09
```

No. 2
DFT (the ωB97M-V functional and the def2-TZVPD basis) results for C20H41B2BeBr2Cl2F6MgO13P as an isolated structure at a distorted geometry.

Output
- Strongest force on any atom: 3.348 eV/Å
- LUMO: -5.0 eV
- E_HOMO: -7.4 eV
- HOMO-LUMO gap: 2.383 eV

```
89
Properties=species:S:1:pos:R:3:lowdin_charge:R:1
Br -1.93 -4.20 -1.19 0.48
Br 0.61 -2.99 -2.38 0.32
Cl -4.96 0.18 -5.77 0.56
Cl -2.05 0.80 -4.17 0.62
P -1.54 -3.01 1.00 0.58
Mg -3.70 -2.13 -2.09 1.00
F -2.15 -2.13 -4.39 -0.12
F -1.42 1.86 3.22 -0.59
F -0.12 -2.59 -5.45 0.09
F -2.06 -3.34 -6.39 0.12
F -6.11 -2.18 2.33 -0.01
F -1.58 -1.09 -6.41 0.07
O 9.42 9.02 0.74 0.08
O 3.61 4.15 -0.44 0.12
O 7.36 9.57 0.00 0.17
O 0.52 -1.03 0.59 0.13
O -5.28 -6.15 -1.64 0.00
O -3.30 0.19 5.15 0.02
O 3.31 2.94 1.45 0.04
O -1.20 0.12 5.62 0.01
O 5.16 4.03 1.20 0.00
O 8.17 7.49 -0.30 0.05
O -3.08 -6.52 -1.69 -0.04
O -1.86 -0.62 3.61 0.02
O 1.42 -3.23 0.78 0.16
C -4.48 1.71 -5.00 -0.66
C -4.58 -8.32 -1.03 -0.06
C 11.57 7.89 0.98 -0.01
C 0.15 -0.17 5.24 -0.04
C -4.24 -2.31 0.90 -0.31
C -5.74 -2.45 1.04 -0.20
C 8.23 8.78 0.14 -0.56
C 9.48 6.94 -0.17 -0.10
C 6.03 4.83 0.40 -0.05
C -4.18 -6.94 -1.49 -0.48
C 2.03 2.51 0.97 -0.19
C -3.40 -3.41 1.47 -0.30
C 10.06 7.75 0.96 -0.32
C -2.09 -0.15 4.69 -0.66
C -4.34 -0.03 4.21 -0.05
C 3.99 3.75 0.63 -0.61
C -3.00 1.98 -5.10 -0.62
C -6.46 -6.88 -1.24 -0.15
C 2.15 1.44 -0.09 -0.06
C -6.08 -8.35 -1.36 -0.14
B 0.43 -2.35 0.75 -0.88
B -1.45 -2.30 -5.70 -1.25
Be -1.21 -1.88 -1.64 0.12
H 9.70 7.37 1.93 0.16
H -4.19 0.59 3.33 0.10
H 6.88 5.08 1.02 0.08
H 11.86 8.92 1.14 0.09
H -3.93 -1.36 1.33 0.13
H 0.26 -1.23 5.02 0.09
H -1.43 -2.34 2.27 0.01
H -6.13 -3.41 0.70 0.12
H -4.41 -1.08 3.95 0.07
H 1.51 2.12 1.84 0.12
H 9.43 5.87 0.03 0.14
H -4.39 -8.40 0.04 0.14
H -5.27 0.27 4.70 0.09
H -2.64 1.93 -6.13 0.08
H -3.93 -2.33 -0.16 -0.06
H -2.01 -1.68 0.24 0.01
H -5.03 2.51 -5.49 0.07
H -3.44 -3.48 2.56 0.10
H 1.45 -3.72 -0.07 0.06
H 0.77 0.10 6.09 0.09
H 0.41 0.44 4.38 0.08
H -6.71 -6.60 -0.22 0.12
H 2.64 1.82 -0.99 0.08
H 1.46 3.37 0.61 0.13
H -1.12 -4.26 1.54 0.04
H -6.66 -9.00 -0.70 0.12
H 10.01 7.10 -1.12 0.14
H -6.21 -1.68 0.41 0.12
H 2.75 0.60 0.28 0.08
H 6.36 4.26 -0.47 0.10
H -4.79 1.66 -3.96 0.06
H -7.28 -6.60 -1.89 0.13
H -4.02 -9.08 -1.56 0.13
H -6.22 -8.69 -2.38 0.12
H -2.78 2.97 -4.71 0.08
H 5.53 5.74 0.08 0.10
H -3.61 -4.33 0.95 0.05
H -0.19 -0.53 1.04 0.13
H 12.02 7.55 0.04 0.08
H 12.00 7.28 1.78 0.08
H 1.17 1.07 -0.38 0.06
```

No. 3
DFT (the ωB97M-V functional and the def2-TZVPD basis) results for one molecule with the formula C2H3FN2O at a distorted geometry.

Output
- Strongest force on any atom: 2.761 eV/Å
- LUMO: 0.1 eV
- E_HOMO: -10.2 eV
- Energy relative to the best compared isomer or geometry (same formula, charge and spin): 1.973 eV
- HOMO-LUMO gap: 10.305 eV
- Structure (SMILES): COC1(F)N=N1

```
9
Properties=species:S:1:pos:R:3:lowdin_charge:R:1
F 1.41 -1.67 0.46 0.07
O -0.20 -0.22 0.81 -0.05
N 2.02 0.58 0.06 0.20
N 1.47 0.17 -0.98 0.19
C 1.00 -0.37 0.28 -0.66
C -1.24 0.28 -0.06 -0.05
H -1.80 0.71 0.76 0.09
H -1.87 -0.54 -0.63 0.13
H -0.80 1.07 -0.70 0.09
```